[1]
Below is a molecular structure, C7H13BF4O4SeV in a non-equilibrium geometry, with properties calculated with ωB97M-V/def2-TZVPD.

ORCA input file:
```
! wB97M-V def2-TZVPD RIJCOSX def2/J DEFGRID3
* xyz -2 4
V 0.51 -0.10 -1.45
C -2.44 2.14 -1.67
C -2.31 0.97 -0.70
C -3.35 1.03 0.41
O -0.97 1.05 -0.16
C -2.44 -0.34 -1.52
O -3.53 -0.83 -1.74
O -1.31 -0.77 -1.97
H -2.39 3.07 -1.11
H -3.39 2.07 -2.20
H -1.62 2.11 -2.39
H -3.35 2.03 0.86
H -3.13 0.30 1.18
H -4.33 0.82 -0.02
H -0.92 0.44 0.61
F 0.23 -0.74 1.43
B -0.47 -1.38 2.50
F -1.70 -0.71 2.66
F 0.28 -1.26 3.68
F -0.68 -2.73 2.20
C 3.51 0.37 0.72
C 3.18 -0.85 -0.08
C 4.00 -2.11 -0.04
O 2.12 -0.84 -0.82
H 4.55 0.37 1.05
H 2.87 0.45 1.61
H 3.33 1.25 0.11
H 4.95 -1.95 0.46
H 4.19 -2.46 -1.06
H 3.47 -2.92 0.48
Se 1.14 1.52 -3.02
*
```

Values from the calculation:
* energy relative to the best compared isomer or geometry (same formula, charge and spin): 0.1 kcal/mol
* HOMO (spin up / spin down): 0.417 / -0.908 eV
* molecular weight: 377.88 g mol⁻¹
* E: -118249.694 eV


[2]
Below is a single C7H13BO2S molecule in a non-equilibrium geometry, with properties calculated with ωB97M-V/def2-TZVPD.

ORCA input file:
```
! wB97M-V def2-TZVPD RIJCOSX def2/J DEFGRID3
* xyz 0 1
B -1.44 2.37 -0.19
C -0.09 -1.08 0.07
C 0.52 -0.76 -1.05
C -0.75 0.11 0.71
C -0.30 1.37 0.06
C 0.07 -2.38 0.68
C 1.40 -1.47 -2.01
C 0.88 1.97 0.90
O -2.67 1.87 -0.74
O -1.29 3.73 0.02
S 0.25 0.95 -1.62
H -1.80 -0.08 0.62
H -0.75 -0.01 1.78
H 0.39 -2.31 1.71
H 0.83 -2.89 0.14
H -0.94 -3.11 0.58
H 1.42 -1.13 -3.08
H 1.22 -2.68 -1.97
H 2.36 -1.31 -1.47
H 1.86 1.55 0.84
H 0.65 1.97 1.98
H 1.01 3.11 0.55
H -3.23 2.58 -0.66
H -1.82 4.38 -0.40
*
```

Values from the calculation:
* energy relative to the best compared isomer or geometry (same formula, charge and spin): 0.0 kcal/mol
* HOMO: -7.691 eV
* molecular weight: 172.06 g mol⁻¹
* structure (SMILES): CC1=C(C)S[C@@](C)(B(O)O)C1
* E: -23077.475 eV


[3]
Below is 2 unconnected molecules or ions with the total composition C7H13BrO3S in a non-equilibrium geometry, with properties calculated with ωB97M-V/def2-TZVPD.

ORCA input file:
```
! wB97M-V def2-TZVPD RIJCOSX def2/J DEFGRID3
* xyz 0 1
C -1.91 1.17 0.90
C -2.03 2.18 -0.21
C 1.32 -0.77 2.19
C 1.83 -0.53 -2.30
C -0.15 -0.13 2.20
C 0.90 -1.61 -1.86
C -0.46 0.92 1.26
O -2.73 0.51 1.52
O -1.39 -1.95 -0.59
O -1.09 0.07 -2.11
S -0.60 -0.86 -1.04
Br 0.95 2.03 0.63
H -1.73 3.25 0.08
H -1.53 1.82 -0.99
H -3.12 2.39 -0.42
H 2.08 0.01 1.74
H 1.46 -1.22 3.20
H 1.20 -1.50 1.44
H 1.38 0.06 -3.03
H 1.94 0.25 -1.58
H 2.66 -0.92 -2.82
H -0.06 0.22 3.29
H -0.96 -1.04 2.17
H 1.47 -2.21 -1.01
H 0.56 -2.14 -2.68
*
```

Values from the calculation:
* energy relative to the best compared isomer or geometry (same formula, charge and spin): 105.3 kcal/mol
* HOMO (spin up / spin down): -8.532 / -9.354 eV
* molecular weight: 257.15 g mol⁻¹
* E: -94485.356 eV


> Among the records above, which one has the lowest E?

C7H13BF4O4SeV